1.
{"formula": "C5H18N2O5", "method": "ωB97M-V with the def2-TZVPD basis set", "species": ["O", "C", "C", "C", "C", "C", "N", "N", "H", "H", "H", "H", "H", "H", "H", "H", "H", "H", "H", "H", "O", "H", "H", "O", "H", "H", "O", "H", "H", "O"], "coordinates": [[2.130, -1.604, 1.293], [1.678, -0.865, 2.135], [1.421, 0.596, 1.905], [1.779, 1.095, 0.499], [0.751, 0.664, -0.521], [-0.319, 1.410, -0.798], [-1.372, 0.952, -1.651], [1.009, -0.544, -1.212], [1.454, -1.245, 3.142], [1.934, 1.193, 2.665], [0.364, 0.792, 2.075], [2.756, 0.715, 0.203], [1.874, 2.179, 0.496], [-0.447, 2.378, -0.343], [-1.018, 0.675, -2.566], [-2.082, 1.665, -1.792], [0.164, -1.070, -1.401], [1.650, -1.109, -0.681], [-2.278, 1.343, 0.802], [-2.182, 0.329, 1.932], [-2.757, 1.029, 1.576], [-1.664, -0.514, -1.155], [-2.924, -1.031, -0.447], [-2.000, -1.253, -0.607], [-1.424, -1.989, 2.388], [-1.148, -1.313, 1.033], [-0.993, -1.208, 2.009], [0.571, -0.574, -4.525], [1.057, 0.062, -3.198], [0.509, 0.227, -3.984]], "lowdin_charge": [0.033, -0.264, -0.145, -0.133, -0.331, -0.151, 0.016, 0.108, 0.121, 0.122, 0.102, 0.118, 0.115, 0.117, 0.071, 0.113, 0.080, 0.069, -0.008, -0.004, -0.069, -0.051, 0.056, -0.094, 0.074, 0.033, -0.079, 0.050, 0.006, -0.075], "smiles": "N/C=C(\\N)CCC=O.O.O.O.O", "fmax_ev_per_a": 1.714, "e_above_lowest_kcal_mol": 18.22, "orbital_gap_ev": 8.78, "lumo_ev": 0.6}

***

2.
{"formula": "C26H29IO9S", "method": "ωB97M-V with the def2-TZVPD basis set", "species": ["C", "O", "C", "C", "I", "O", "S", "O", "O", "O", "C", "C", "C", "C", "C", "C", "C", "O", "C", "C", "O", "H", "H", "H", "H", "H", "H", "H", "H", "H", "H", "H", "H", "H", "H", "H", "H", "H", "H", "H", "H", "H", "C", "C", "C", "C", "C", "C", "C", "O", "C", "C", "C", "C", "C", "C", "C", "O", "H", "H", "H", "H", "H", "H", "H", "H"], "coordinates": [[4.755, 1.905, -0.216], [3.386, 1.951, -0.554], [2.966, 0.895, -1.380], [1.585, 0.358, -1.029], [0.380, 1.838, 0.062], [0.946, 0.036, -2.254], [0.452, -1.500, -2.265], [-0.850, -1.564, -1.696], [0.734, -2.062, -3.531], [1.522, -1.978, -1.218], [1.539, -0.931, -0.186], [2.688, -1.137, 0.772], [2.366, -2.060, 1.945], [3.374, -1.925, 3.105], [3.747, -3.250, 3.775], [4.837, -4.111, 3.082], [5.259, -3.652, 1.697], [5.812, -4.784, 0.968], [5.144, -5.045, -0.188], [5.419, -4.096, -1.316], [4.439, -5.991, -0.290], [5.392, 1.829, -1.102], [4.980, 1.058, 0.442], [4.990, 2.829, 0.306], [2.908, 1.224, -2.420], [3.692, 0.079, -1.318], [0.596, -1.016, 0.348], [3.553, -1.492, 0.207], [2.948, -0.145, 1.159], [1.359, -1.822, 2.292], [2.333, -3.098, 1.603], [2.914, -1.292, 3.866], [4.261, -1.385, 2.767], [2.845, -3.848, 3.909], [4.096, -3.023, 4.784], [4.505, -5.145, 3.008], [5.725, -4.129, 3.716], [6.054, -2.910, 1.755], [4.415, -3.262, 1.134], [5.728, -3.115, -0.958], [6.209, -4.499, -1.947], [4.517, -3.993, -1.918], [-4.269, -0.203, -1.123], [-3.533, 0.551, -2.030], [-3.841, 1.884, -2.239], [-4.895, 2.469, -1.547], [-5.644, 1.707, -0.647], [-5.323, 0.372, -0.434], [-6.797, 2.298, 0.088], [-7.443, 1.643, 0.880], [-7.137, 3.726, -0.183], [-8.234, 4.290, 0.456], [-8.560, 5.616, 0.227], [-7.788, 6.386, -0.637], [-6.696, 5.827, -1.278], [-6.369, 4.495, -1.058], [-5.199, 3.909, -1.776], [-4.521, 4.586, -2.520], [-4.014, -1.241, -0.956], [-2.711, 0.094, -2.564], [-3.270, 2.483, -2.934], [-5.905, -0.204, 0.271], [-8.823, 3.682, 1.128], [-9.417, 6.053, 0.722], [-8.043, 7.423, -0.812], [-6.089, 6.414, -1.954]], "lowdin_charge": [-0.091, -0.251, -0.221, -0.735, 0.988, -0.217, 0.593, -0.218, -0.191, -0.145, -0.358, -0.146, -0.179, -0.202, -0.186, -0.143, -0.172, -0.030, -0.558, 0.020, 0.152, 0.095, 0.083, 0.095, 0.146, 0.130, 0.109, 0.117, 0.125, 0.121, 0.122, 0.113, 0.108, 0.111, 0.104, 0.119, 0.112, 0.131, 0.090, 0.077, 0.096, 0.091, -0.047, -0.053, 0.001, -0.083, -0.085, -0.001, -0.278, 0.105, -0.083, -0.004, -0.059, -0.059, -0.004, -0.083, -0.278, 0.105, 0.110, 0.095, 0.121, 0.120, 0.120, 0.106, 0.106, 0.120], "fmax_ev_per_a": 1.019, "orbital_gap_ev": 8.81, "lumo_ev": -0.8}

***

3.
{"formula": "C16H15AgN4O2", "method": "ωB97M-V with the def2-TZVPD basis set", "species": ["Ag", "C", "C", "N", "O", "C", "C", "N", "O", "H", "H", "H", "H", "H", "H", "H", "C", "C", "N", "C", "C", "C", "C", "C", "C", "C", "C", "C", "N", "C", "H", "H", "H", "H", "H", "H", "H", "H"], "coordinates": [[0.735, -0.002, 0.026], [5.183, 1.608, 0.083], [3.754, 1.250, -0.053], [3.420, -0.018, -0.179], [4.555, -0.915, -0.085], [2.765, 2.387, 0.048], [3.130, 3.858, -0.084], [1.445, 2.115, 0.060], [0.621, 3.056, 0.182], [5.229, 2.521, 0.621], [5.581, 1.784, -0.898], [5.761, 0.849, 0.643], [4.090, -1.793, 0.020], [3.404, 4.456, 0.825], [2.272, 4.333, -0.493], [3.946, 3.999, -0.729], [-3.459, 2.076, -0.057], [-2.064, 1.794, -0.065], [-1.519, 0.597, 0.075], [-2.405, -0.474, 0.077], [-3.771, -0.303, 0.042], [-4.327, 1.027, 0.035], [-4.574, -1.488, 0.049], [-4.029, -2.745, 0.049], [-2.623, -2.888, 0.092], [-1.965, -4.145, 0.035], [-0.615, -4.302, 0.016], [0.144, -3.132, -0.014], [-0.409, -1.921, 0.064], [-1.808, -1.776, 0.137], [-3.811, 3.063, -0.012], [-1.292, 2.509, -0.114], [-5.379, 1.155, -0.076], [-5.631, -1.370, -0.017], [-4.705, -3.628, -0.083], [-2.665, -5.051, -0.011], [-0.228, -5.263, -0.087], [1.245, -3.225, -0.122]], "lowdin_charge": [0.730, -0.043, -0.302, -0.046, -0.127, -0.266, -0.065, -0.225, -0.202, 0.059, 0.091, 0.090, 0.095, 0.093, 0.046, 0.045, -0.014, -0.081, 0.060, -0.156, -0.145, 0.010, -0.014, -0.023, -0.176, -0.007, -0.055, -0.117, 0.023, -0.130, 0.093, 0.060, 0.108, 0.105, 0.132, 0.145, 0.090, 0.120], "fmax_ev_per_a": 2.827, "e_above_lowest_kcal_mol": 6.93, "orbital_gap_ev": 6.16, "lumo_ev": -0.6}

***

4.
{"formula": "C22H32Cl2N2O4", "method": "ωB97M-V with the def2-TZVPD basis set", "species": ["C", "C", "C", "C", "C", "N", "C", "O", "C", "N", "C", "O", "C", "C", "C", "C", "C", "C", "H", "H", "Cl", "Cl", "H", "H", "H", "C", "H", "H", "C", "C", "O", "O", "H", "H", "H", "C", "H", "H", "C", "C", "C", "C", "H", "H", "H", "H", "H", "H", "H", "H", "H", "H", "H", "H", "H", "H", "H", "H", "H", "H", "H", "H"], "coordinates": [[6.611, 2.787, 1.326], [5.654, 1.659, 0.962], [4.310, 2.191, 0.470], [3.343, 1.060, 0.131], [1.998, 1.602, -0.354], [1.028, 0.536, -0.541], [0.091, 0.354, 0.399], [-0.015, 1.073, 1.384], [-0.889, -0.816, 0.233], [-2.067, -0.475, 0.993], [-3.310, -0.734, 0.540], [-3.518, -1.350, -0.490], [-4.424, -0.229, 1.402], [-4.272, 0.032, 2.759], [-5.352, 0.477, 3.503], [-6.592, 0.668, 2.897], [-6.746, 0.398, 1.545], [-5.671, -0.053, 0.807], [-5.777, -0.281, -0.242], [-7.711, 0.541, 1.084], [-7.933, 1.228, 3.819], [-5.153, 0.788, 5.187], [-3.331, -0.123, 3.262], [-1.890, 0.197, 1.731], [-1.200, -0.950, -0.807], [-0.271, -2.136, 0.743], [-0.919, -2.956, 0.428], [0.717, -2.274, 0.301], [-0.134, -2.176, 2.267], [0.860, -1.151, 2.764], [1.973, -1.008, 2.330], [0.373, -0.440, 3.779], [0.993, 0.260, 4.038], [0.240, -3.160, 2.559], [-1.095, -2.009, 2.752], [1.091, -0.190, -1.792], [0.820, -1.233, -1.635], [2.126, -0.167, -2.139], [0.182, 0.438, -2.858], [0.117, -0.395, -4.138], [-0.666, -1.697, -3.974], [-0.825, -2.421, -5.305], [0.148, -2.662, -5.728], [-1.380, -3.346, -5.172], [-1.362, -1.799, -6.017], [-0.153, -2.358, -3.273], [-1.653, -1.477, -3.562], [1.131, -0.619, -4.479], [-0.366, 0.203, -4.914], [-0.826, 0.555, -2.453], [0.556, 1.436, -3.094], [2.116, 2.143, -1.296], [1.589, 2.283, 0.396], [3.170, 0.441, 1.012], [3.787, 0.424, -0.639], [4.469, 2.814, -0.414], [3.868, 2.822, 1.244], [6.103, 1.038, 0.184], [5.488, 1.024, 1.835], [6.190, 3.405, 2.116], [7.561, 2.387, 1.672], [6.801, 3.421, 0.462]], "lowdin_charge": [-0.120, -0.275, -0.229, -0.180, -0.140, -0.037, -0.399, 0.055, -0.198, 0.114, -0.433, 0.070, -0.119, -0.044, -0.677, -0.687, -0.086, -0.008, 0.121, 0.109, 0.686, 0.685, 0.111, 0.130, 0.130, -0.100, 0.127, 0.117, -0.079, -0.549, 0.102, 0.115, 0.138, 0.134, 0.114, -0.149, 0.104, 0.130, -0.174, -0.219, -0.272, -0.114, 0.072, 0.069, 0.071, 0.101, 0.112, 0.116, 0.113, 0.114, 0.111, 0.128, 0.125, 0.097, 0.113, 0.116, 0.118, 0.108, 0.110, 0.070, 0.066, 0.069], "smiles": "CCCCCN(CCCCC)C(=O)[C@@H](CCC(=O)O)NC(=O)c1ccc(Cl)c(Cl)c1", "fmax_ev_per_a": 0.728, "e_above_lowest_kcal_mol": 1.36, "orbital_gap_ev": 9.72, "lumo_ev": 0.5}

***

5.
{"formula": "CH6SSi", "method": "ωB97M-V with the def2-TZVPD basis set", "species": ["C", "Si", "S", "H", "H", "H", "H", "H", "H"], "coordinates": [[0.522, -0.717, -1.205], [0.950, 0.175, 0.418], [-2.619, 1.542, 1.082], [1.264, -1.294, -1.631], [-0.351, -1.323, -1.058], [0.218, -0.100, -1.929], [2.142, 1.098, 0.643], [0.071, -0.260, 1.481], [-2.197, 0.878, 2.200]], "lowdin_charge": [-0.298, 0.756, 0.137, -0.010, 0.027, -0.035, -0.100, -0.146, -0.331], "fmax_ev_per_a": 4.132, "e_above_lowest_kcal_mol": 92.03, "orbital_gap_ev": [8.27, 5.11], "lumo_ev": [-0.8, -2.1]}

***

6.
{"formula": "C27H52MnP2Si", "method": "ωB97M-V with the def2-TZVPD basis set", "species": ["Mn", "C", "C", "C", "C", "C", "C", "H", "H", "H", "C", "H", "H", "H", "C", "H", "H", "H", "C", "H", "H", "H", "C", "H", "H", "H", "C", "C", "C", "C", "C", "C", "C", "C", "H", "H", "H", "H", "H", "H", "H", "H", "H", "H", "H", "H", "P", "P", "C", "C", "H", "H", "H", "H", "C", "H", "H", "H", "C", "H", "H", "H", "C", "H", "H", "H", "C", "H", "H", "H", "C", "Si", "C", "C", "H", "H", "H", "H", "H", "H", "H", "H", "H"], "coordinates": [[-0.524, 0.251, -0.707], [-1.184, 2.601, -1.211], [-1.724, 1.461, -1.975], [-3.281, 2.141, -0.374], [-2.215, 3.052, -0.334], [-2.974, 1.113, -1.291], [-0.018, 3.457, -1.570], [0.640, 2.957, -2.288], [0.610, 3.666, -0.686], [-0.322, 4.436, -1.981], [-2.241, 4.332, 0.417], [-1.275, 4.842, 0.369], [-2.502, 4.203, 1.476], [-2.997, 5.024, 0.012], [-4.524, 2.272, 0.421], [-5.092, 3.168, 0.142], [-4.321, 2.361, 1.497], [-5.189, 1.423, 0.285], [-3.947, 0.094, -1.737], [-4.835, 0.548, -2.221], [-4.317, -0.516, -0.893], [-3.482, -0.602, -2.449], [-1.439, 1.127, -3.399], [-2.051, 1.730, -4.084], [-1.654, 0.079, -3.626], [-0.388, 1.295, -3.642], [3.923, -1.816, -0.164], [3.941, -0.943, -1.187], [3.927, -1.286, -2.639], [2.938, -2.420, -3.061], [1.651, -2.463, -2.282], [1.509, -3.190, -1.158], [2.583, -3.968, -0.444], [3.977, -3.301, -0.298], [4.943, -1.553, -2.980], [3.480, -3.376, -2.978], [3.665, -0.383, -3.209], [4.589, -3.604, -1.159], [4.077, -1.453, 0.864], [4.159, 0.108, -0.979], [4.456, -3.707, 0.618], [2.245, -4.174, 0.581], [0.520, -3.533, -0.849], [2.702, -4.978, -0.889], [2.704, -2.282, -4.133], [0.788, -1.999, -2.785], [1.106, 0.352, 1.079], [-1.312, -1.755, 0.523], [1.318, -1.447, 1.547], [0.040, -2.296, 1.690], [1.931, -1.468, 2.476], [1.940, -1.880, 0.749], [0.257, -3.364, 1.482], [-0.362, -2.225, 2.713], [-2.841, -1.851, 1.505], [-3.619, -1.253, 1.009], [-2.696, -1.448, 2.513], [-3.166, -2.906, 1.569], [-1.645, -2.898, -0.842], [-1.666, -3.944, -0.486], [-0.874, -2.801, -1.622], [-2.594, -2.605, -1.315], [2.723, 1.096, 1.505], [2.863, 1.956, 0.831], [3.552, 0.380, 1.338], [2.716, 1.463, 2.540], [1.584, 0.448, -0.780], [0.852, 0.944, -1.523], [1.856, -0.534, -1.197], [2.472, 1.118, -0.875], [0.369, 3.144, 2.648], [-0.147, 1.330, 2.794], [0.385, 0.304, 4.280], [-2.029, 1.264, 2.754], [1.212, 3.333, 1.976], [-0.474, 3.755, 2.293], [0.654, 3.493, 3.655], [0.274, 0.933, 5.177], [-0.293, -0.558, 4.395], [1.419, -0.077, 4.243], [-2.402, 0.849, 3.714], [-2.440, 2.278, 2.689], [-2.491, 0.675, 1.937]], "lowdin_charge": [0.513, -0.278, -0.387, -0.247, -0.225, -0.272, -0.066, 0.065, 0.071, 0.097, -0.046, 0.073, 0.066, 0.099, -0.038, 0.094, 0.066, 0.072, -0.064, 0.102, 0.060, 0.066, -0.060, 0.098, 0.067, 0.068, -0.146, -0.161, -0.163, -0.158, -0.116, -0.144, -0.173, -0.168, 0.130, 0.112, 0.113, 0.112, 0.100, 0.104, 0.125, 0.099, 0.059, 0.134, 0.122, 0.108, 0.760, 0.868, -0.367, -0.340, 0.100, 0.025, 0.085, 0.074, -0.240, 0.038, 0.037, 0.068, -0.261, 0.072, 0.011, 0.053, -0.239, 0.057, 0.047, 0.048, -0.278, 0.031, 0.014, 0.069, -0.181, 0.496, -0.204, -0.186, 0.018, 0.012, 0.047, 0.046, 0.031, 0.029, 0.053, 0.019, 0.002], "total_charge": 1, "s_squared": 6.430, "multiplicity": 5, "fmax_ev_per_a": 2.735, "e_above_lowest_kcal_mol": 29.83, "orbital_gap_ev": [6.85, 6.33], "lumo_ev": [-2.4, -2.6]}